(1)
The following is a quantum chemistry calculation of a single C3H8BNO molecule at a distorted geometry, from OMol25.

HOMO, eV: -10.220
Kohn-Sham gap, eV: 10.992

Last columns: bonded neighbours and bond lengths (Å).
CARTESIAN COORDINATES (ANGSTROEM)
1 B -0.2361 -0.1061 -2.8101  C2 1.537, O6 1.625, H7 1.242, H8 1.194
2 C 0.1350 -0.0815 -1.3191  B1 1.537, N5 1.318, O6 1.258
3 C -0.2440 -0.3022 2.1695  C4 1.526, H9 1.153, H10 1.074, H11 1.071
4 C 0.2721 0.5524 1.0154  C3 1.526, N5 1.466, H12 1.036, H13 1.028
5 N 0.7408 -0.1968 -0.1540  C2 1.318, C4 1.466, H14 1.019
6 O -0.6411 0.8740 -1.5795  B1 1.625, C2 1.258
7 H 0.5777 0.4419 -3.5712  B1 1.242
8 H -1.1789 -0.7432 -3.1711  B1 1.194
9 H 0.1642 -1.3798 2.1384  C3 1.153
10 H -0.0414 0.2236 3.0843  C3 1.074
11 H -1.2999 -0.4729 2.1128  C3 1.071
12 H -0.4331 1.2461 0.7074  C4 1.036
13 H 1.0796 1.0792 1.3727  C4 1.028
14 H 1.1048 -1.1348 0.0044  N5 1.019

(2)
The following is a quantum chemistry calculation of 2 unconnected molecules or ions with the total composition C3H8BNO2 at a distorted geometry, from OMol25.

HOMO (alpha / beta), eV: -8.871 / -9.651
Kohn-Sham gap (alpha / beta), eV: 7.440 / 8.639

Last columns: bonded neighbours and bond lengths (Å).
CARTESIAN COORDINATES (ANGSTROEM)
1 B 1.6116 0.0035 0.0390  C4 1.656, O6 1.401, O7 1.354
2 C -1.0734 0.2796 0.0249  C3 1.476, C4 1.445, N5 1.274
3 C -2.3505 -0.3077 0.4755  C2 1.476, H8 1.130, H9 1.092, H10 1.221
4 C 0.0731 -0.5875 -0.1268  B1 1.656, C2 1.445, H11 1.144
5 N -1.0162 1.5300 -0.2142  C2 1.274, H13 1.042
6 O 1.8008 1.3657 0.3039  B1 1.401, H14 0.908
7 O 2.6094 -0.8413 0.3896  B1 1.354, H15 0.999
8 H -2.2503 -1.0131 1.3531  C3 1.130
9 H -3.2200 0.3479 0.5608  C3 1.092
10 H -2.7678 -1.1504 -0.3038  C3 1.221
11 H -0.1749 -1.6294 -0.5284  C4 1.144
12 H 1.6878 0.4759 -1.9903  no bonds
13 H -0.0565 1.8781 -0.4214  N5 1.042
14 H 2.6720 1.3358 0.5578  O6 0.908
15 H 2.4549 -1.6872 -0.1197  O7 0.999

(3)
The following is a quantum chemistry calculation of 2 unconnected molecules or ions with the total composition C3H8Br4Si2 at a distorted geometry, from OMol25.

HOMO (alpha / beta), eV: -8.778 / -9.168
Kohn-Sham gap (alpha / beta), eV: 7.778 / 6.930

Last columns: bonded neighbours and bond lengths (Å).
CARTESIAN COORDINATES (ANGSTROEM)
1 C -0.5545 -0.9200 -1.3686  Si4 1.880, H10 1.092, H11 1.181, H12 1.104
2 C -1.5573 1.7310 0.1880  Si4 1.924, H13 1.141, H14 1.098, H15 1.112
3 C -0.2719 -0.6489 1.6611  Si4 1.874, H16 1.086, H17 1.105
4 Si -1.3190 -0.1785 0.1802  C1 1.880, C2 1.924, C3 1.874, Br6 2.307
5 Si 2.8766 -0.2395 0.1079  Br7 2.218, Br8 2.220, Br9 2.274
6 Br -3.3809 -1.0865 0.6780  Si4 2.307
7 Br 4.5357 0.1447 1.5290  Si5 2.218
8 Br 3.3778 -1.8846 -1.2966  Si5 2.220
9 Br 2.4908 1.6166 -1.1473  Si5 2.274
10 H -0.4494 -2.0039 -1.2889  C1 1.092
11 H -1.1816 -0.9589 -2.3690  C1 1.181
12 H 0.3343 -0.3677 -1.7208  C1 1.104
13 H -1.6615 2.0441 1.2803  C2 1.141
14 H -0.7877 2.1215 -0.4914  C2 1.098
15 H -2.4887 2.0211 -0.3464  C2 1.112
16 H 0.3023 -1.5207 1.9597  C3 1.086
17 H -0.2649 0.1303 2.4448  C3 1.105

(4)
The following is a quantum chemistry calculation of a single C3H8BrClSi molecule at a distorted geometry, from OMol25.

HOMO, eV: -9.366
Kohn-Sham gap, eV: 9.477
SMILES: CC[Si@@](C)(Cl)Br

Last columns: bonded neighbours and bond lengths (Å).
CARTESIAN COORDINATES (ANGSTROEM)
1 C -1.2155 -1.7694 -0.3527  C2 1.516, H7 1.025, H8 1.026, H9 1.130
2 C -0.7700 -0.6693 0.5899  C1 1.516, Si3 1.943, H10 1.049, H11 1.121
3 Si 0.5191 0.4331 -0.3571  C2 1.943, C4 1.917, Cl5 1.971, Br6 2.830
4 C 1.6375 1.7087 0.5351  Si3 1.917, H12 1.068, H13 1.005, H14 1.072
5 Cl 1.4990 -0.6065 -1.7147  Si3 1.971
6 Br -1.2457 2.0621 -1.8547  Si3 2.830
7 H -1.3448 -1.3904 -1.2967  C1 1.025
8 H -0.6462 -2.6224 -0.3936  C1 1.026
9 H -2.2241 -2.0281 0.0875  C1 1.130
10 H -0.3147 -0.9530 1.4910  C2 1.049
11 H -1.5292 -0.0244 1.1036  C2 1.121
12 H 2.6457 1.6200 0.1935  C4 1.068
13 H 1.3520 2.6585 0.3696  C4 1.005
14 H 1.6368 1.5811 1.5993  C4 1.072

(5)
The following is a quantum chemistry calculation of 2 unconnected molecules or ions with the total composition C3H8BrIOSi at a distorted geometry, from OMol25.

HOMO (alpha / beta), eV: -9.501 / -7.267
Kohn-Sham gap (alpha / beta), eV: 8.706 / 5.242

Last columns: bonded neighbours and bond lengths (Å).
CARTESIAN COORDINATES (ANGSTROEM)
1 C -1.8294 0.3728 -0.6198  C3 1.536, H8 1.024, H9 1.062, H10 1.008
2 C 2.8193 0.2593 0.1913  Si5 1.877, H11 1.123, H12 1.018, H13 1.039
3 C -1.1545 -0.8113 0.0889  C1 1.536, O4 1.338, H14 1.178, H15 1.141
4 O 0.1610 -0.6591 -0.1021  C3 1.338
5 Si 3.4823 0.5750 -1.5358  C2 1.877, Br6 2.226, I7 2.506
6 Br 4.9502 2.1799 -2.0095  Si5 2.226
7 I 4.3290 -1.4311 -2.7764  Si5 2.506
8 H -2.0691 0.0578 -1.5646  C1 1.024
9 H -2.7675 0.7256 -0.2679  C1 1.062
10 H -1.2082 1.1527 -0.7663  C1 1.008
11 H 2.9784 -0.8210 0.4539  C2 1.123
12 H 3.2002 0.8413 0.9340  C2 1.018
13 H 1.8094 0.4914 0.2686  C2 1.039
14 H -1.7180 -1.7431 -0.3605  C3 1.178
15 H -1.5967 -0.7062 1.1360  C3 1.141

(6)
The following is a quantum chemistry calculation of 2 unconnected molecules or ions with the total composition C3H8BrO2P at a distorted geometry, from OMol25.

HOMO (alpha / beta), eV: -8.941 / -8.942
Kohn-Sham gap (alpha / beta), eV: 7.456 / 7.457

Last columns: bonded neighbours and bond lengths (Å).
CARTESIAN COORDINATES (ANGSTROEM)
1 C -0.7754 -1.6954 -1.4563  C3 1.523, H8 1.172, H9 1.090, H10 1.153
2 C 1.3015 1.9381 1.4459  P6 1.754, H11 1.167, H12 1.080, H13 1.048
3 C -0.6380 -1.7550 0.0598  C1 1.523, O5 1.347, H14 1.117, H15 1.126
4 O -1.1926 2.1828 0.4050  P6 1.412
5 O 0.3105 -1.0292 0.6829  C3 1.347
6 P 0.0444 1.5100 0.3006  C2 1.754, O4 1.412, Br7 2.122
7 Br 0.7450 1.7895 -1.6830  P6 2.122
8 H 0.0923 -1.0320 -1.8811  C1 1.172
9 H -1.0177 -2.6212 -1.9778  C1 1.090
10 H -1.6273 -0.9907 -1.7850  C1 1.153
11 H 1.6522 3.0339 1.2486  C2 1.167
12 H 0.9464 1.7325 2.4444  C2 1.080
13 H 2.1552 1.3708 1.2259  C2 1.048
14 H -0.3746 -2.7937 0.3751  C3 1.117
15 H -1.6219 -1.6404 0.5949  C3 1.126

Total energy
In order: -273.91827; -349.11081; -10994.23858; -3442.85400; -3355.45647; -3184.87306
Unit: a.u.
Energy above the lowest of the compared OMol25 structures with the same formula, charge and spin
In order: 2.415; 4.838; 0.660; 0.954; 5.485; 1.584
Unit: eV